Entry 1:
# C80H50N2O10

A 7-piece molecular cluster, C80H50N2O10 overall at a distorted geometry (wB97M-V/def2-TZVPD, the OMol25 dataset).

M ... 1199.28 g/mol
Orbital gap ... 8.394 eV
SMILES string ... O=C1c2ccccc2C(=O)c2ccccc21.O=C1c2ccccc2C(=O)c2ccccc21.O=C1c2ccccc2C(=O)c2ccccc21.O=C1c2ccccc2C(=O)c2ccccc21.O=C1c2ccccc2C(=O)c2ccccc21.c1ccncc1.c1ccncc1
Energy ... -107226.475 eV
Lowest unoccupied orbital energy ... -1.02 eV

```
142
Properties=species:S:1:pos:R:3:forces:R:3
O 18.604 26.719 14.966 0.02 -0.07 0.56
C 18.183 26.782 16.109 -0.11 0.19 -0.71
C 17.780 25.561 16.839 -0.55 -0.25 -0.24
C 18.076 24.300 16.307 -0.41 -0.22 1.37
C 17.732 23.168 17.063 0.02 0.73 -0.43
C 17.102 23.248 18.313 0.92 0.71 -0.71
C 16.806 24.509 18.766 -0.19 0.63 -0.20
C 17.042 25.672 18.020 0.99 -0.09 0.43
C 16.702 27.034 18.619 3.59 -0.95 -4.70
O 15.939 27.112 19.475 -3.76 0.63 4.60
C 17.318 28.243 17.962 -0.07 -0.43 0.48
C 17.153 29.514 18.494 -1.15 0.22 0.28
C 17.497 30.615 17.749 2.02 0.69 0.56
C 18.250 30.492 16.548 -1.61 -0.35 -0.22
C 18.474 29.224 16.029 -0.35 -0.30 1.14
C 17.994 28.109 16.779 0.96 0.23 -1.89
H 18.627 24.196 15.381 -0.12 0.12 0.03
H 18.031 22.259 16.619 0.12 -1.21 -0.09
H 16.977 22.454 19.035 -0.04 -0.47 -0.51
H 16.468 24.566 19.768 -0.67 0.49 0.75
H 16.612 29.660 19.434 0.30 -0.23 -0.27
H 17.475 31.581 18.282 -0.47 -0.31 -0.77
H 18.371 31.381 15.936 0.61 -0.08 0.22
H 18.991 28.996 15.096 -0.23 0.33 0.24
O 11.564 15.200 15.600 -1.53 -0.32 -0.50
C 12.624 15.713 15.804 1.06 -0.06 0.67
C 13.785 14.817 16.125 -0.87 -0.54 -0.04
C 13.564 13.422 16.172 0.19 0.64 1.05
C 14.589 12.622 16.632 0.60 -0.50 -1.27
C 15.878 13.154 16.891 -1.56 -0.54 0.32
C 16.051 14.504 16.908 0.32 0.79 -0.73
C 14.998 15.329 16.496 0.74 0.84 0.00
C 15.238 16.810 16.433 -1.37 0.73 0.13
O 16.294 17.306 16.720 1.03 0.02 0.08
C 14.073 17.742 16.095 -0.79 -1.04 0.24
C 14.225 19.122 16.097 1.72 -0.19 -0.76
C 13.186 19.957 15.740 -1.19 -1.46 0.35
C 11.929 19.360 15.513 -0.27 1.00 -0.44
C 11.728 17.978 15.536 -1.18 1.91 0.12
C 12.791 17.192 15.853 1.61 -1.14 -0.22
H 12.568 13.015 16.036 0.16 0.16 -0.37
H 14.441 11.538 16.557 0.16 0.42 0.48
H 16.665 12.489 17.140 0.64 -0.45 0.20
H 17.013 14.976 17.087 -0.13 -0.14 0.19
H 15.263 19.492 16.182 -0.72 -0.06 0.31
H 13.338 21.009 15.692 -0.07 0.62 -0.13
H 11.068 19.997 15.239 0.63 -0.31 0.17
H 10.701 17.636 15.350 0.82 -0.32 0.04
O 9.651 28.132 14.105 -0.17 0.61 -0.21
C 10.069 29.031 14.809 -0.20 -0.42 0.26
C 10.997 28.669 15.930 -1.68 0.11 -0.58
C 11.093 27.357 16.376 -0.62 -0.30 -0.97
C 11.936 27.052 17.403 0.11 0.84 0.58
C 12.697 28.064 18.003 0.41 -1.33 -0.40
C 12.557 29.325 17.531 2.15 1.53 1.00
C 11.661 29.658 16.579 -0.62 1.68 -1.30
C 11.547 31.128 16.147 -0.78 -2.85 -0.26
O 12.408 31.857 16.499 1.37 2.24 0.54
C 10.401 31.501 15.286 0.03 -0.06 -0.79
C 10.163 32.832 14.974 -2.40 -0.91 -0.85
C 9.000 33.101 14.174 1.75 0.19 -0.66
C 8.307 32.097 13.485 0.82 -0.42 1.65
C 8.646 30.769 13.754 -0.30 0.51 -0.94
C 9.667 30.488 14.621 0.93 -1.06 0.97
H 10.479 26.609 15.869 0.30 0.08 0.17
H 11.975 26.061 17.746 0.23 -1.15 0.43
H 13.507 27.848 18.688 -0.23 -0.16 0.25
H 13.289 30.099 17.774 -0.43 -0.11 0.54
H 10.806 33.616 15.310 0.12 0.31 0.35
H 8.883 34.139 13.898 -0.48 0.11 0.08
H 7.507 32.226 12.789 -0.32 0.73 -0.27
H 8.148 29.995 13.177 0.13 -0.18 0.38
O 13.189 22.594 8.437 0.42 0.86 -0.87
C 12.757 21.982 9.373 0.05 -0.66 0.13
C 11.278 21.636 9.403 2.41 0.88 -0.43
C 10.491 22.137 8.380 -1.27 0.18 1.33
C 9.131 21.960 8.615 0.27 -0.16 -1.59
C 8.632 21.187 9.644 -1.00 -0.16 -0.33
C 9.459 20.614 10.562 0.10 -0.60 0.51
C 10.801 20.893 10.447 0.65 -0.80 0.52
C 11.749 20.257 11.410 -0.24 0.20 0.88
O 11.306 19.590 12.325 0.24 -0.22 -0.20
C 13.207 20.564 11.344 1.48 -0.19 0.18
C 14.147 19.948 12.201 0.16 -0.20 0.14
C 15.494 20.374 12.240 -1.55 -0.22 -1.26
C 15.943 21.346 11.326 -0.23 -0.97 0.95
C 15.059 21.859 10.405 0.11 0.31 0.32
C 13.714 21.485 10.429 -1.08 0.18 -0.37
H 10.860 22.732 7.557 0.19 -0.16 0.08
H 8.445 22.270 7.846 -0.28 0.38 -0.04
H 7.575 20.960 9.617 -0.09 0.10 0.27
H 9.155 19.900 11.321 -0.21 0.28 -0.03
H 13.823 19.064 12.772 0.13 0.72 0.03
H 16.186 19.829 12.842 0.36 -0.10 0.52
H 16.997 21.605 11.329 -0.18 0.18 -0.11
H 15.472 22.585 9.728 -0.45 0.14 -0.52
O 7.012 28.206 12.287 0.29 -0.36 -1.05
C 7.705 27.836 11.337 -0.52 0.67 2.45
C 8.440 26.540 11.471 0.14 0.45 -1.35
C 8.306 25.679 12.562 0.53 -0.05 -0.97
C 9.026 24.483 12.544 -1.03 0.25 1.55
C 9.855 24.096 11.537 0.26 1.28 -0.34
C 10.026 25.015 10.529 0.27 -0.54 -1.75
C 9.303 26.199 10.405 -0.12 -1.44 1.75
C 9.368 26.920 9.139 -0.57 1.04 0.37
O 9.862 26.429 8.152 0.09 0.34 -0.29
C 8.710 28.288 9.146 0.01 0.28 -1.05
C 8.812 29.084 8.012 1.01 -0.26 -0.87
C 8.181 30.298 7.976 -1.09 0.88 -0.35
C 7.309 30.712 8.998 0.02 -0.39 0.36
C 7.133 29.947 10.159 1.21 -0.33 -1.31
C 7.907 28.763 10.173 -0.77 -1.26 1.37
H 7.656 25.909 13.384 -0.11 0.24 0.14
H 8.957 23.849 13.401 -0.21 -0.41 0.43
H 10.409 23.184 11.579 0.13 -0.37 0.02
H 10.674 24.749 9.703 0.08 0.12 -0.08
H 9.401 28.753 7.137 -0.32 0.08 0.71
H 8.217 30.938 7.079 0.20 -0.46 0.49
H 6.735 31.600 8.802 -0.11 0.33 0.26
H 6.467 30.183 10.999 0.35 -0.13 -0.55
C 12.770 27.043 13.081 0.05 -1.03 0.30
C 13.864 27.445 13.879 -1.59 -0.17 -0.29
C 15.084 26.989 13.492 0.26 -1.15 -1.30
N 15.283 26.179 12.409 0.20 1.57 0.49
C 14.248 25.937 11.635 -0.97 -1.43 0.24
C 12.914 26.206 11.980 -0.22 1.04 0.13
H 11.762 27.183 13.386 -0.69 0.63 0.47
H 13.692 27.973 14.823 0.21 0.05 -0.49
H 15.963 27.229 14.021 0.94 0.13 0.70
H 14.437 25.303 10.793 0.23 -0.23 -0.57
H 11.975 25.825 11.469 1.75 0.57 0.43
C 13.550 23.735 15.696 1.67 1.65 -0.46
C 12.330 23.645 16.295 0.25 -1.16 0.51
C 11.307 23.127 15.538 -1.78 -0.22 0.13
N 11.371 22.944 14.221 0.07 -0.17 -0.10
C 12.532 23.217 13.611 -0.50 0.04 0.32
C 13.651 23.612 14.316 -0.34 -0.63 0.35
H 14.438 24.076 16.258 -0.50 -0.37 -0.22
H 12.266 23.712 17.363 -0.31 0.21 0.37
H 10.351 22.833 16.050 0.84 0.39 -0.69
H 12.560 23.107 12.528 0.01 0.00 0.18
H 14.575 23.726 13.809 0.75 0.26 -0.34
```
Positions in Å, forces in eV/Å.

Löwdin population analysis, charges in e, atoms 1 to 5:
1 O 0.0925
2 C -0.2870
3 C -0.0938
4 C 0.0139
5 C -0.0495

=====

Entry 2:
# C80H67N3O23

A 12-piece molecular cluster, C80H67N3O23 overall at a distorted geometry (wB97M-V/def2-TZVPD, the OMol25 dataset).

M ... 1438.41 g/mol
Orbital gap ... 7.931 eV
SMILES string ... CCCCCCC[C@H](C#N)[C@H](C#N)N(C)C(C)=O.O=C1C=CC(=O)C=C1.O=C1C=CC(=O)C=C1.O=C1C=CC(=O)C=C1.O=C1C=CC(=O)C=C1.O=C1C=CC(=O)C=C1.O=C1C=CC(=O)C=C1.O=C1C=CC(=O)C=C1.O=C1C=CC(=O)C=C1.O=C1C=CC(=O)C=C1.O=C1C=CC(=O)C=C1.O=C1C=CC(=O)C=C1
Energy ... -135594.341 eV
Lowest unoccupied orbital energy ... -1.86 eV

```
173
Properties=species:S:1:pos:R:3:forces:R:3
C -6.138 4.788 0.273 1.11 0.36 0.74
C -5.068 4.000 1.120 -0.72 -0.67 -1.11
C -4.665 2.711 0.330 1.20 -0.11 0.14
C -3.321 2.077 0.850 -0.30 0.80 -0.46
C -2.069 2.995 0.573 -0.52 -0.64 0.63
C -0.996 2.796 1.717 0.43 0.54 -0.81
C 0.239 1.954 1.229 -0.42 0.37 -0.94
C 1.561 2.832 1.094 -1.30 -1.13 -0.67
C 2.272 2.270 -0.133 -0.92 1.74 3.39
N 2.952 1.737 -0.865 0.93 -1.01 -1.70
C 2.422 2.712 2.384 -0.09 -0.53 0.80
C 1.568 2.467 3.645 2.47 0.92 -4.36
N 0.929 2.395 4.564 -1.91 -0.43 2.89
N 3.282 3.868 2.695 1.11 -0.56 -0.09
C 4.523 3.354 3.338 0.72 0.12 0.10
C 3.656 4.636 1.522 -1.81 1.88 -0.34
C 2.862 5.963 1.311 -1.03 -0.77 1.05
O 4.467 4.324 0.715 1.13 -0.71 -0.19
H -6.192 5.817 0.698 -0.41 -0.63 -0.32
H -7.121 4.288 0.271 0.54 0.28 -0.05
H -5.761 4.890 -0.767 -0.43 -0.14 0.59
H -5.496 3.674 2.094 0.39 0.47 -0.45
H -4.181 4.652 1.271 -0.57 -0.46 0.09
H -4.488 2.967 -0.739 -0.37 -0.12 0.56
H -5.449 1.929 0.383 0.20 0.58 -0.10
H -3.446 1.907 1.939 0.24 -0.09 -0.55
H -3.122 1.119 0.321 -0.33 0.37 0.59
H -1.685 2.700 -0.425 0.06 0.27 0.59
H -2.353 4.067 0.483 0.12 -0.71 0.23
H -1.450 2.348 2.620 0.22 0.32 -0.48
H -0.649 3.827 1.967 -0.10 -0.81 0.23
H 0.406 1.015 1.792 0.07 0.63 -0.08
H 0.000 1.643 0.186 0.16 0.00 0.75
H 1.182 3.858 0.897 0.63 -0.52 0.09
H 3.055 1.795 2.294 -0.46 0.51 -0.15
H 5.083 4.193 3.808 -0.56 -0.52 -0.13
H 4.304 2.568 4.083 -0.10 0.71 -0.29
H 5.225 2.901 2.601 -0.58 0.16 0.24
H 3.487 6.861 1.468 -0.11 -0.57 -0.38
H 2.345 5.942 0.329 0.71 0.18 0.37
H 2.048 5.997 2.073 0.57 0.09 -0.43
O 5.587 0.885 4.712 0.16 -0.11 0.11
C 6.712 0.466 4.525 -0.21 -0.08 -0.09
C 7.173 0.087 3.171 0.13 0.10 0.02
C 8.402 -0.374 2.962 -0.10 0.50 -0.06
C 9.362 -0.527 4.077 -0.03 -0.08 -0.04
O 10.488 -0.950 3.887 -0.19 0.32 0.36
C 8.904 -0.146 5.434 -0.05 0.05 0.10
C 7.674 0.316 5.641 0.17 0.01 0.07
H 6.456 0.205 2.367 -0.02 0.02 0.02
H 8.751 -0.655 1.984 0.04 0.07 0.05
H 9.621 -0.264 6.237 0.02 -0.02 -0.03
H 7.320 0.600 6.624 -0.04 0.00 -0.02
O -0.409 11.439 -2.432 0.01 -0.10 0.04
C -0.323 10.287 -2.065 -0.02 0.19 -0.08
C 0.297 9.938 -0.764 0.06 -0.10 0.13
C 0.394 8.672 -0.363 0.04 0.13 0.04
C -0.116 7.559 -1.198 0.00 -0.13 0.04
O -0.029 6.405 -0.830 0.02 0.01 0.02
C -0.736 7.907 -2.497 -0.06 0.08 -0.12
C -0.832 9.172 -2.899 -0.03 -0.16 -0.03
H 0.663 10.764 -0.167 -0.02 0.03 -0.04
H 0.844 8.399 0.583 -0.01 -0.04 -0.01
H -1.101 7.081 -3.094 0.02 -0.03 0.04
H -1.282 9.446 -3.845 0.01 0.04 0.01
O -13.218 5.329 -2.003 0.06 -0.06 0.01
C -12.050 4.994 -2.034 -0.15 0.05 0.04
C -11.448 4.419 -3.259 0.11 -0.06 -0.10
C -10.169 4.050 -3.291 -0.14 0.02 -0.09
C -9.294 4.199 -2.104 0.20 -0.07 -0.01
O -8.128 3.863 -2.138 -0.19 0.02 -0.05
C -9.898 4.774 -0.879 -0.12 0.06 0.06
C -11.176 5.143 -0.847 0.13 0.01 0.09
H -12.101 4.319 -4.116 -0.03 0.02 0.03
H -9.712 3.628 -4.177 0.04 -0.01 0.03
H -9.246 4.875 -0.021 0.01 0.00 -0.02
H -11.634 5.565 0.038 -0.04 -0.03 -0.02
O -0.435 -1.059 -2.613 0.03 -0.07 0.00
C 0.540 -1.776 -2.728 -0.10 0.10 -0.01
C 1.813 -1.459 -2.042 0.10 0.03 0.11
C 2.880 -2.245 -2.171 -0.06 0.09 0.06
C 2.838 -3.470 -3.004 0.15 -0.09 -0.04
O 3.810 -4.188 -3.119 -0.08 0.04 0.02
C 1.562 -3.786 -3.690 -0.13 0.04 -0.01
C 0.497 -2.999 -3.560 0.05 -0.19 0.05
H 1.827 -0.561 -1.437 0.02 0.03 -0.06
H 3.819 -2.030 -1.678 0.01 -0.01 -0.02
H 1.549 -4.684 -4.295 0.04 0.00 0.01
H -0.441 -3.213 -4.051 0.02 0.04 0.01
O 9.179 -2.517 1.329 0.11 -0.47 -0.25
C 10.149 -3.247 1.229 0.07 -0.06 -0.01
C 11.420 -2.933 1.923 0.30 0.19 0.06
C 12.479 -3.734 1.809 -0.12 0.03 -0.01
C 12.429 -4.966 0.987 0.14 -0.05 0.04
O 13.394 -5.696 0.885 -0.08 0.04 -0.03
C 11.156 -5.276 0.294 0.11 0.23 0.09
C 10.098 -4.478 0.408 -0.06 -0.01 -0.06
H 11.435 -2.025 2.523 -0.05 -0.31 -0.24
H 13.417 -3.524 2.306 0.01 -0.03 -0.02
H 11.137 -6.175 -0.298 -0.01 0.00 0.08
H 9.161 -4.689 -0.089 0.01 -0.02 0.03
O 9.008 -7.040 -0.561 -0.11 -0.32 -0.28
C 9.091 -7.943 -1.373 -0.11 0.08 0.12
C 10.314 -8.143 -2.187 0.02 -0.04 -0.05
C 10.398 -9.131 -3.074 0.10 0.14 0.06
C 9.274 -10.074 -3.286 -0.01 -0.16 -0.14
O 9.352 -10.976 -4.093 0.00 0.08 0.07
C 8.052 -9.874 -2.472 -0.09 0.08 0.12
C 7.968 -8.885 -1.584 -0.08 -0.12 -0.04
H 11.126 -7.448 -2.021 0.01 -0.01 -0.03
H 11.282 -9.293 -3.678 -0.02 -0.03 -0.01
H 7.241 -10.571 -2.640 0.03 -0.01 -0.03
H 7.084 -8.724 -0.981 0.02 0.04 0.01
O -17.938 5.017 2.351 0.10 -0.03 0.00
C -16.813 4.600 2.167 -0.19 0.07 -0.01
C -16.340 4.231 0.813 0.11 -0.06 -0.09
C -15.106 3.772 0.614 -0.13 0.01 -0.10
C -14.154 3.613 1.737 0.13 -0.06 -0.05
O -13.027 3.196 1.555 -0.05 0.07 0.00
C -14.626 3.982 3.092 -0.09 0.05 0.12
C -15.860 4.441 3.291 0.15 -0.04 0.08
H -17.048 4.354 0.004 -0.02 0.02 0.03
H -14.743 3.497 -0.368 0.04 0.03 0.01
H -13.917 3.859 3.901 0.03 -0.02 -0.03
H -16.223 4.717 4.273 -0.04 0.01 -0.02
O 6.344 -2.244 4.594 -0.11 -0.27 0.12
C 5.606 -3.067 4.088 0.01 0.02 0.04
C 5.837 -3.551 2.706 0.06 -0.01 -0.14
C 5.029 -4.450 2.148 0.11 0.07 -0.04
C 3.869 -5.004 2.886 -0.12 -0.12 -0.02
O 3.134 -5.826 2.377 0.06 0.07 0.02
C 3.642 -4.519 4.267 0.00 0.19 0.00
C 4.450 -3.621 4.825 -0.17 0.09 -0.19
H 6.690 -3.134 2.183 0.03 0.01 0.03
H 5.179 -4.815 1.140 -0.03 -0.02 0.00
H 2.792 -4.935 4.790 0.03 -0.05 -0.02
H 4.301 -3.255 5.831 0.03 0.04 -0.04
O -5.805 -3.874 -7.601 0.07 0.04 -0.02
C -4.650 -3.627 -7.317 -0.12 -0.03 0.00
C -3.531 -4.120 -8.154 0.13 -0.03 -0.05
C -2.265 -3.850 -7.842 -0.08 -0.08 -0.11
C -1.924 -3.044 -6.646 0.12 0.07 0.01
O -0.770 -2.795 -6.361 -0.11 -0.06 -0.12
C -3.043 -2.551 -5.809 -0.13 0.04 0.08
C -4.308 -2.822 -6.122 0.07 0.06 0.10
H -3.800 -4.706 -9.024 -0.04 0.01 0.02
H -1.434 -4.201 -8.440 0.02 0.03 0.03
H -2.774 -1.964 -4.939 0.05 0.01 -0.02
H -5.140 -2.470 -5.524 -0.02 -0.02 -0.03
O -7.153 -0.146 -10.992 -0.07 -0.01 0.07
C -7.929 -0.486 -10.123 0.14 0.01 -0.12
C -7.642 -1.646 -9.246 -0.04 -0.06 0.10
C -8.495 -2.020 -8.294 0.11 -0.06 -0.03
C -9.766 -1.292 -8.071 -0.09 -0.08 0.11
O -10.543 -1.631 -7.203 0.05 0.05 -0.07
C -10.053 -0.132 -8.949 0.02 0.11 -0.11
C -9.200 0.242 -9.900 -0.15 0.05 0.06
H -6.709 -2.165 -9.422 -0.02 0.00 -0.01
H -8.301 -2.864 -7.645 0.02 0.01 0.00
H -10.987 0.387 -8.772 -0.01 -0.04 0.03
H -9.392 1.086 -10.549 0.04 -0.01 -0.02
O 5.070 -4.879 12.085 -0.01 -0.01 -0.10
C 4.990 -5.018 10.883 0.03 0.02 0.21
C 6.203 -5.078 10.032 0.08 -0.01 -0.15
C 6.113 -5.227 8.713 0.11 0.03 0.10
C 4.800 -5.342 8.038 0.03 -0.07 -0.12
O 4.720 -5.480 6.833 0.03 -0.18 0.38
C 3.587 -5.282 8.888 -0.07 0.02 0.11
C 3.676 -5.132 10.207 -0.12 -0.01 -0.13
H 7.154 -4.993 10.542 -0.03 0.00 0.04
H 6.987 -5.272 8.075 -0.03 0.00 -0.04
H 2.636 -5.367 8.378 0.02 -0.01 -0.03
H 2.802 -5.087 10.844 0.03 0.01 0.03
```
Positions in Å, forces in eV/Å.

Löwdin population analysis, charges in e, atoms 1 to 5:
1 C -0.1196
2 C -0.2481
3 C -0.2257
4 C -0.2054
5 C -0.1916